(1)
Below is C24H25FeN6O2PS4Te as an isolated structure, with properties calculated with wB97M-V/def2-TZVPD.

Each line ends with the natural charge from an NBO analysis.
Positions of all 64 atoms, in Å:
Fe 0.0510 -0.3117 -0.3683  1.2363
C -5.3538 2.6709 2.8792  -0.6324
C -4.7614 3.3812 1.6847  -0.0614
O -3.4143 2.9339 1.4653  -0.8381
P -3.0683 1.8498 0.3300  1.7023
S -1.2996 1.1673 1.0787  -0.8015
S -4.4824 0.6108 -0.0393  -0.6260
O -2.7742 2.7824 -0.9395  -0.8424
C -1.5343 3.0526 -1.5875  -0.0509
C -1.0468 4.4366 -1.2165  -0.6294
H -6.3642 3.0399 3.0648  0.2056
H -4.7493 2.8495 3.7686  0.2042
H -5.4014 1.5988 2.6891  0.2306
H -4.6875 4.4564 1.8569  0.1784
H -5.3615 3.2107 0.7898  0.1968
H -1.7144 2.9570 -2.6590  0.1954
H -0.7933 2.3012 -1.3037  0.1708
H -1.7955 5.1880 -1.4670  0.2138
H -0.1284 4.6711 -1.7591  0.2058
H -0.8469 4.4932 -0.1456  0.2114
S 7.5825 -1.4005 0.8859  0.9392
N 6.5758 -2.1651 -0.1128  -0.6139
C 5.3953 -1.5749 0.0093  0.1856
C 4.1804 -1.9412 -0.7050  -0.1348
C 4.1179 -2.9777 -1.6404  -0.1106
C 2.9207 -3.2221 -2.2705  -0.2400
C 1.8090 -2.4412 -1.9431  0.0939
N 1.8550 -1.4841 -1.0298  -0.5272
C 3.0235 -1.2233 -0.4354  0.2523
C 3.0305 -0.0856 0.5102  0.1494
N 1.8741 0.5812 0.6532  -0.5265
C 1.8515 1.6363 1.4615  0.0759
C 2.9733 2.0635 2.1766  -0.2449
C 4.1546 1.3742 2.0422  -0.1197
C 4.1901 0.2728 1.1839  -0.0338
C 5.3967 -0.5059 0.9375  0.0815
N 6.5773 -0.3040 1.5054  -0.5962
H 5.0095 -3.5500 -1.8585  0.2387
H 2.8194 -3.9985 -3.0153  0.2372
H 0.8613 -2.5784 -2.4393  0.2426
H 0.8978 2.1434 1.5384  0.2528
H 2.8935 2.9299 2.8169  0.2362
H 5.0531 1.6639 2.5705  0.2398
C 0.4361 -1.8420 2.9059  -0.6572
C -0.5772 -2.3693 1.9540  0.3923
N -0.7548 -2.0005 0.7053  -0.5951
C -1.8231 -2.7284 0.2189  -0.0729
C -2.2778 -3.5590 1.1864  -0.0863
N -1.4747 -3.3219 2.2821  -0.5065
H 0.8927 -0.9472 2.4884  0.2343
H 1.2196 -2.5763 3.1007  0.2266
H -0.0263 -1.5701 3.8544  0.2373
H -2.2093 -2.5576 -0.7695  0.2489
H -3.0914 -4.2594 1.2077  0.2275
H -1.5619 -3.7532 3.1861  0.4206
Te -1.2056 -0.2697 -2.6237  -0.2127
C -1.3348 -2.1070 -3.6641  -0.4752
C -1.1921 -3.4202 -3.2932  -0.3544
C -1.4455 -4.3473 -4.3489  -0.2621
C -1.7802 -3.7286 -5.5116  -0.4430
S -1.7813 -2.0283 -5.3187  0.4652
H -0.9347 -3.7358 -2.2929  0.2152
H -1.3896 -5.4203 -4.2360  0.2170
H -2.0328 -4.1788 -6.4570  0.2341

Cartesian forces (eV/Å) of the 2 atoms listed first:
Fe -0.27 -0.16 0.50
C -0.07 0.00 0.01

Values from the calculation:
* HOMO level (spin up / spin down): -6.55 / -6.65 eV
* HOMO-LUMO gap (spin up / spin down): 5.4 / 5.5 eV
* <S²>: 6.0159
* 2S+1: 5
* E_LUMO (spin up / spin down): -0.0423 / -0.0424 Ha

(2)
Below is C28H29InN4O7P as an isolated structure, with properties calculated with wB97M-V/def2-TZVPD.

Each line ends with the natural charge from an NBO analysis.
Positions of all 70 atoms, in Å:
In 1.8474 1.3409 0.5103  0.7876
C 4.7467 -2.2241 1.4528  -0.2362
C 4.0666 -3.0482 2.3287  -0.1500
C 2.9309 -2.5683 2.9572  -0.1761
C 2.4995 -1.2767 2.6846  0.1550
N 3.1680 -0.4735 1.8487  -0.5016
C 4.2563 -0.9460 1.2482  0.0669
C 1.2604 -0.7332 3.3082  0.1878
C 0.7187 -1.3121 4.4561  -0.2162
C -0.4217 -0.7668 5.0031  -0.1387
C -1.0115 0.3271 4.3882  -0.2305
C -0.4409 0.8259 3.2281  0.2402
N 0.6766 0.3004 2.7076  -0.4938
C -1.0815 1.9281 2.4419  0.2373
C -2.3105 2.5825 2.9240  -0.2947
C -2.8414 3.6112 2.2631  -0.0719
C -2.2846 4.1019 0.9693  -0.2627
C -1.2008 3.1341 0.4462  -0.0796
N -0.5093 2.2563 1.3531  -0.4607
H 5.6396 -2.5544 0.9416  0.2381
H 4.4101 -4.0561 2.5195  0.2335
H 2.3768 -3.2122 3.6241  0.2168
H 4.7706 -0.2542 0.5896  0.2102
H 1.1935 -2.1587 4.9275  0.2316
H -0.8543 -1.1872 5.9008  0.2372
H -1.9010 0.7635 4.8120  0.2296
H -2.7224 2.3011 3.8804  0.2249
H -3.6749 4.1560 2.6923  0.2299
H -2.0275 5.1584 1.0483  0.2485
H -0.4831 3.6358 -0.2018  0.2317
O -5.5946 6.2600 -0.5830  -0.5294
C -5.4499 6.5033 -1.7083  1.0352
O -5.3114 6.7471 -2.8303  -0.5026
C -3.0399 4.5624 -1.4284  0.0457
C -3.1872 3.7635 -0.2520  -0.2891
C -2.2571 2.4254 -0.4327  -0.0377
N -1.8918 2.1776 -1.7644  -0.4855
C -1.8398 2.9146 -2.7112  0.2902
C -2.6182 4.5486 -2.6011  -0.2744
C -0.3861 2.4099 -5.1474  1.0370
O -1.2610 2.7991 -5.7920  -0.5077
O 0.5016 2.0071 -4.5242  -0.5276
H -4.2336 3.5515 -0.0321  0.2571
H -2.7048 1.5680 0.0681  0.2286
H -2.5541 5.0956 -3.5186  0.2693
C -1.2021 -2.8413 -3.9888  -0.6244
C -0.7083 -1.7707 -3.0475  -0.0690
O 0.2272 -2.3777 -2.1296  -0.8369
P 0.7795 -1.4927 -0.8869  1.6457
O 1.1925 -2.7204 0.1032  -0.8428
C 0.1407 -3.3585 0.8433  -0.0624
C 0.4623 -4.8278 0.9764  -0.6238
O 2.2615 -1.0798 -1.3655  -0.8491
C 3.1265 -1.9959 -2.0800  -0.0657
C 3.1627 -1.6393 -3.5481  -0.6308
H -1.8684 -2.4040 -4.7325  0.2232
H -1.7466 -3.6129 -3.4454  0.2150
H -0.3655 -3.3085 -4.5079  0.2178
H -1.5321 -1.3299 -2.4803  0.1815
H -0.2052 -0.9690 -3.5948  0.1838
H -0.8172 -3.2234 0.3326  0.1832
H 0.0693 -2.8782 1.8249  0.1663
H 0.4883 -5.3007 -0.0044  0.2242
H -0.2921 -5.3275 1.5852  0.2193
H 1.4359 -4.9628 1.4493  0.2079
H 2.7815 -3.0175 -1.9212  0.1970
H 4.1122 -1.8933 -1.6249  0.1801
H 2.2159 -1.8816 -4.0298  0.2128
H 3.9551 -2.1973 -4.0482  0.2230
H 3.3579 -0.5745 -3.6750  0.2211

Cartesian forces (eV/Å) of the 2 atoms listed first:
In -0.12 0.09 0.12
C 0.04 0.04 0.01

Values from the calculation:
* HOMO level: -10.98 eV
* HOMO-LUMO gap: 7.4 eV
* charge: +1
* E_LUMO: -0.1311 Ha

(3)
Below is C3H3O2Sm as an isolated structure, with properties calculated with wB97M-V/def2-TZVPD.

Each line ends with the Mulliken charge.
Positions of all 9 atoms, in Å:
O 0.1717 1.0530 0.7147  -0.7334
C 1.8619 -2.3276 -0.1353  0.1897
O 2.4536 -1.3597 0.0497  -0.1635
Sm 2.4997 1.1310 0.5735  1.5923
C -0.7658 0.1415 0.4294  0.0543
H -1.1853 -0.3807 1.2998  0.3055
H -1.6193 1.5236 -0.9873  0.2584
C -1.5298 0.4945 -0.6301  -0.7520
H -1.8867 -0.2756 -1.3145  0.2487

Cartesian forces (eV/Å) of the 2 atoms listed first:
O 3.60 0.30 1.26
C 0.69 1.09 0.20

Values from the calculation:
* HOMO level (spin up / spin down): -10.69 / -10.72 eV
* HOMO-LUMO gap (spin up / spin down): 5.4 / 5.5 eV
* charge: +1
* <S²>: 12.0090
* 2S+1: 7
* E_LUMO (spin up / spin down): -0.1958 / -0.1925 Ha

(4)
Below is a 2-piece molecular cluster, C3H10N2O overall, with properties calculated with wB97M-V/def2-TZVPD.

Each line ends with the natural charge from an NBO analysis.
Positions of all 16 atoms, in Å:
C 1.7919 0.5380 -0.0627  0.0150
C 1.9952 0.4316 -1.3884  -0.5466
N 1.2602 1.6456 0.5518  -0.8295
H 2.0820 -0.2435 0.6314  0.1926
H 2.3659 -0.4177 -1.9362  0.2102
H 2.0172 1.3856 -1.9111  0.1840
H -2.2419 -0.9283 1.7650  0.4628
H 0.6882 1.4571 1.3587  0.3949
H 1.0261 2.4750 0.0364  0.3815
N -1.2481 -1.6996 -0.6382  -0.8377
C -1.6193 -0.4428 -0.0189  0.0688
O -1.6244 -0.3030 1.3922  -0.7394
H -1.8376 -2.4414 -0.2821  0.3535
H -0.2605 -1.8121 -0.5034  0.3686
H -2.6288 -0.1502 -0.3460  0.1404
H -0.9602 0.3129 -0.4423  0.1808

Cartesian forces (eV/Å) of the 2 atoms listed first:
C 0.00 -0.42 -1.01
C 0.51 0.91 0.54

Values from the calculation:
* HOMO level: -8.14 eV
* HOMO-LUMO gap: 9.0 eV
* SMILES string: C=CN.NCO
* E_LUMO: 0.0324 Ha

(5)
Below is C38H52N7O2SeSiY as an isolated structure, with properties calculated with wB97M-V/def2-TZVPD.

Each line ends with the natural charge from an NBO analysis.
Positions of all 102 atoms, in Å:
Y 0.4308 0.0036 0.3949  1.8612
C -1.9077 1.3768 -0.6106  -0.2485
C -0.9751 2.2437 -1.1861  -0.2332
C -0.1709 3.0413 -0.3790  -0.1339
C -0.2878 2.9734 1.0050  -0.1957
C -1.2172 2.1139 1.5832  -0.2219
C -2.0332 1.3170 0.7739  -0.2727
H -2.5193 0.7370 -1.2335  0.2588
H -0.8892 2.2963 -2.2648  0.2482
H 0.5490 3.7140 -0.8266  0.2423
H 0.3592 3.5699 1.6337  0.2581
H -1.3036 2.0461 2.6598  0.2566
H -2.7372 0.6262 1.2229  0.2636
N 0.4949 -3.9225 3.7436  -0.5824
N 0.4843 -2.5594 3.6235  0.2088
N 0.9309 -1.7580 4.5627  -0.2157
C 0.8415 -0.5726 3.9804  0.1735
N 0.3360 -0.6817 2.7444  -0.4236
N 0.1291 -1.9732 2.5282  -0.0431
H 0.6928 -4.1520 4.7111  0.4113
H -0.4013 -4.2986 3.4555  0.4001
H 1.1414 0.3499 4.4457  0.2491
C 3.8410 1.8651 3.3319  -0.6064
C 4.4500 2.2324 1.9719  -0.5287
C 3.9839 3.6384 1.5694  -0.6055
C 5.9799 2.2231 2.0657  -0.6095
Si 3.7902 1.0018 0.7131  2.0338
O 2.1534 1.0285 0.7620  -1.3862
C 4.2955 -0.7862 1.0201  -0.5509
C 5.6093 -1.1953 1.2747  -0.1240
C 5.9284 -2.5346 1.4573  -0.2063
C 4.9410 -3.5081 1.3857  -0.1912
C 3.6336 -3.1373 1.1126  -0.2202
C 3.3346 -1.7931 0.9310  -0.1721
C 4.1653 1.3473 -1.1034  -0.4947
C 3.5992 2.4730 -1.7272  -0.2618
C 3.6939 2.6630 -3.0979  -0.2121
C 4.3610 1.7278 -3.8842  -0.1966
C 4.9337 0.6145 -3.2918  -0.2330
C 4.8338 0.4250 -1.9146  -0.1679
H 4.2027 2.5556 4.0992  0.2262
H 4.1139 0.8522 3.6403  0.2145
H 2.7498 1.9385 3.3009  0.1921
H 4.2535 4.3545 2.3509  0.2255
H 2.8979 3.6824 1.4394  0.1911
H 4.4584 3.9710 0.6446  0.2184
H 6.3154 3.0415 2.7089  0.2238
H 6.4497 2.3628 1.0888  0.2167
H 6.3551 1.2986 2.5040  0.2114
H 6.4036 -0.4622 1.3230  0.2142
H 6.9526 -2.8206 1.6573  0.2335
H 5.1927 -4.5497 1.5355  0.2318
H 2.8502 -3.8832 1.0421  0.2230
H 2.2959 -1.5674 0.6912  0.1185
H 3.0836 3.2132 -1.1238  0.2134
H 3.2642 3.5452 -3.5561  0.2268
H 4.4433 1.8793 -4.9523  0.2326
H 5.4715 -0.1043 -3.8968  0.2282
H 5.2806 -0.4560 -1.4677  0.2144
O 1.3666 0.1871 -1.8158  -0.9713
H 1.3682 1.1064 -2.1269  0.5200
H 2.3264 0.0003 -1.7809  0.5327
C 3.5401 -5.4263 -4.0437  -0.6076
C 2.1279 -5.4086 -3.4671  -0.4058
C 2.0193 -4.5896 -2.1816  -0.4103
C 2.0931 -3.0838 -2.4034  -0.2097
N 0.9273 -2.5681 -3.1213  -0.3576
C -0.2696 -2.2886 -2.5822  0.3383
Se -0.6989 -2.4213 -0.7546  -0.2656
N -1.1028 -1.8911 -3.5570  -0.3673
C -2.5364 -1.6161 -3.4380  -0.2209
C -3.3774 -2.7512 -4.0190  -0.4093
C -3.2811 -4.0533 -3.2247  -0.4017
C -4.0369 -4.0056 -1.9003  -0.6124
C -0.4160 -1.8991 -4.7698  0.1659
C -0.8151 -1.5592 -6.0565  -0.2439
C 0.1367 -1.6701 -7.0516  -0.1739
C 1.4396 -2.1086 -6.7725  -0.1900
C 1.8324 -2.4454 -5.4916  -0.2165
C 0.8744 -2.3280 -4.4922  0.1006
H 3.5823 -6.0174 -4.9574  0.2320
H 4.2403 -5.8628 -3.3299  0.2148
H 3.9033 -4.4238 -4.2867  0.1821
H 1.8181 -6.4326 -3.2533  0.2255
H 1.4203 -5.0313 -4.2120  0.1976
H 2.8404 -4.8575 -1.5100  0.2196
H 1.0886 -4.8151 -1.6549  0.2195
H 2.9750 -2.8154 -2.9854  0.2218
H 2.1545 -2.5692 -1.4461  0.2240
H -2.7348 -0.6790 -3.9611  0.2170
H -2.7538 -1.4780 -2.3803  0.2276
H -3.0791 -2.9198 -5.0555  0.2177
H -4.4160 -2.4127 -4.0430  0.2267
H -2.2295 -4.3064 -3.0487  0.1894
H -3.6836 -4.8599 -3.8388  0.2279
H -3.6477 -3.2301 -1.2373  0.1925
H -3.9541 -4.9560 -1.3739  0.2255
H -5.0967 -3.8098 -2.0699  0.2145
H -1.8203 -1.2275 -6.2765  0.2373
H -0.1288 -1.4203 -8.0693  0.2381
H 2.1521 -2.1900 -7.5816  0.2380
H 2.8359 -2.7931 -5.2885  0.2336

Cartesian forces (eV/Å) of the 2 atoms listed first:
Y 0.11 0.84 -0.09
C 0.03 -0.10 -0.11

Values from the calculation:
* HOMO level: -13.42 eV
* HOMO-LUMO gap: 8.1 eV
* charge: +2
* E_LUMO: -0.1939 Ha

(6)
Below is HNO3P2 as an isolated structure, with properties calculated with wB97M-V/def2-TZVPD.

Each line ends with the natural charge from an NBO analysis.
Positions of all 7 atoms, in Å:
N 0.5869 -1.6829 -0.4046  0.4682
O 1.3097 -0.6485 -0.0793  -0.4456
O 0.0811 1.0558 -1.7838  -1.0174
O -0.5477 -1.2261 -0.6790  -0.3917
P -0.0522 0.5463 -0.4233  1.6395
P -0.8623 1.5372 1.2045  -0.2701
H -0.5154 0.4183 2.1655  0.0171

Cartesian forces (eV/Å) of the 2 atoms listed first:
N 0.20 1.77 0.41
O -0.63 -1.38 -0.38

Values from the calculation:
* HOMO level: -9.02 eV
* HOMO-LUMO gap: 6.9 eV
* E_LUMO: -0.0783 Ha

Calculated values (eV Å⁻¹) of largest force on an atom for the records, taken in order: 0.6 1.0 3.8 1.7 0.8 1.8.
Calculated values (kcal per mole) of ΔE to the lowest compared entry with this formula, charge and spin for the records, taken in order: 16.2 81.3 27.9 41.3 1.5 4.8.